Entry 1:
A single C3H2OS3 molecule, computed with wB97M-V/def2-TZVPD.

Last column: Löwdin charge in e.
Atoms and positions in Å:
S: 1.589448 2.401582 -0.033552  0.720
S: 2.598506 -0.637086 0.073342  0.869
S: -1.083219 1.173288 0.061978  0.937
O: 0.086523 -1.130679 -0.179489  -0.167
C: 1.131962 -0.280594 -0.107797  -1.028
C: 0.637431 1.145622 -0.196689  -1.162
C: -1.270723 -0.606250 0.017740  -0.439
H: -2.139177 -1.191618 -0.725228  0.178
H: -1.550754 -0.874268 1.089692  0.093

Cartesian forces (eV/Å) of the 6 atoms listed first:
0.44 1.18 -0.43
4.09 -1.66 0.39
-0.35 0.62 -0.95
-1.14 -0.78 -0.14
-4.63 1.45 -0.85
-0.73 -0.58 1.29

Output
**Orbital gap**: 7.659 eV
**Relative energy (zero: lowest compared OMol25 entry of this formula, charge and spin)**: 200.9 kJ/mol
**LUMO level**: -0.0485 Eh

Entry 2:
A molecular structure, C3H2S, computed with wB97M-V/def2-TZVPD.

Last column: Löwdin charge in e.
Atoms and positions in Å:
S: 2.579181 -0.401486 -0.016751  0.659
C: -1.502347 -0.462711 -0.071496  0.093
C: 1.029713 0.193707 -0.017690  -0.720
C: -0.198765 -0.425855 -0.038180  -0.232
H: 0.865316 1.212830 -0.099322  0.028
H: -2.773097 -0.116483 0.243441  0.172

Force components x, y, z for each atom (eV/Å):
-1.71 0.43 0.12
2.72 1.60 1.74
3.27 -1.90 -0.41
-9.25 -0.62 -0.05
0.10 2.21 0.03
4.87 -1.72 -1.43

Output
**Orbital gap**: 7.676 eV
**Relative energy (zero: lowest compared OMol25 entry of this formula, charge and spin)**: 191.9 kJ/mol
**LUMO level**: -0.0526 Eh